1.
This record from OMol25 describes a cluster of 9 separate species, C37H63F3O16S5 in total. The level of theory is ωB97M-V/def2-TZVPD.

Geometry as XYZ:
```
124
Properties=species:S:1:pos:R:3:lowdin_spin:R:1
C -0.5230 0.9883 1.2641 0.000
C -0.3382 1.1395 -0.2291 0.000
C 0.0933 -0.2177 -0.6047 0.000
O 0.4592 -0.9150 0.5930 0.000
C 0.4089 -0.0065 1.7693 0.000
H -1.5244 0.6028 1.4557 0.000
H -0.4139 1.9512 1.7631 0.000
H 0.5533 1.7657 -0.2621 0.000
H -1.2214 1.4273 -0.7994 0.000
H 1.0606 0.0288 -1.0424 0.000
H -0.5909 -0.6819 -1.3150 0.000
H 1.3334 0.5221 2.0018 0.000
H 0.0276 -0.4417 2.6930 0.000
O 4.3285 -4.9695 -1.2624 0.000
S 2.9507 -4.8444 -1.6242 0.000
O 2.4253 -4.5468 -2.9402 0.000
O 2.2431 -6.2487 -1.0159 0.000
C 0.9960 -6.6464 -1.4678 0.000
C 1.1157 -7.4402 -2.8190 0.000
C 2.2475 -3.6648 -0.4108 0.000
H 0.2376 -5.8673 -1.5459 0.000
H 0.7189 -7.4066 -0.7374 0.000
H 1.2465 -6.7969 -3.6891 0.000
H 0.1997 -8.0229 -2.9172 0.000
H 1.9816 -8.1014 -2.7837 0.000
H 2.7447 -2.6981 -0.4899 0.000
H 2.5280 -3.9840 0.5929 0.000
H 1.1755 -3.5505 -0.5714 0.000
O 1.9873 4.5081 3.2318 0.000
S 3.2766 3.7889 3.3804 0.000
O 3.2381 2.3811 3.8385 0.000
O 4.2147 3.9042 2.0114 0.000
C 3.5529 3.3619 0.8837 0.000
C 4.6529 2.6491 0.0575 0.000
C 4.3452 4.7285 4.5249 0.000
H 3.1871 4.1760 0.2580 0.000
H 2.7166 2.7158 1.1505 0.000
H 4.1874 1.9731 -0.6597 0.000
H 5.2925 2.0994 0.7481 0.000
H 5.2722 3.3319 -0.5243 0.000
H 5.3853 4.5135 4.2797 0.000
H 4.0388 4.4625 5.5365 0.000
H 4.0438 5.7751 4.4822 0.000
O -1.2986 -3.3135 -0.9241 0.004
S -2.4010 -4.2148 -0.6880 0.000
O -2.2231 -5.5800 -0.2268 0.000
O -3.4415 -3.4613 0.3951 0.000
C -3.1141 -2.1450 0.7748 0.000
C -4.2251 -1.5813 1.5505 0.000
C -3.4573 -4.1648 -2.1299 0.004
H -2.9525 -1.5521 -0.1254 0.000
H -2.2539 -2.0548 1.4381 0.000
H -5.2435 -1.7782 1.2157 0.000
H -4.1332 -0.5182 1.3284 0.000
H -4.0706 -1.7308 2.6191 0.000
H -4.4594 -4.5541 -1.9503 0.000
H -2.9775 -4.8119 -2.8642 0.000
H -3.5721 -3.1695 -2.5592 0.002
O 3.3413 -0.3151 -2.0894 0.000
S 3.6222 0.4214 -3.3556 0.000
O 4.3272 1.6950 -3.3902 0.000
O 4.3035 -0.6106 -4.3877 0.000
C 5.7151 -0.9478 -4.4121 0.000
C 5.9706 -1.9510 -3.2448 0.000
C 2.0251 0.5736 -4.2822 0.000
H 6.4270 -0.1264 -4.3313 0.000
H 5.9846 -1.4031 -5.3651 0.000
H 5.0775 -2.5169 -2.9798 0.000
H 6.1597 -1.3717 -2.3410 0.000
H 6.8456 -2.5117 -3.5738 0.000
H 2.4078 0.7226 -5.2919 0.000
H 1.7135 1.5684 -3.9638 0.000
H 1.4360 -0.3426 -4.2414 0.001
O -3.6302 1.2729 3.4464 0.000
S -4.5098 2.3145 3.0814 0.000
O -5.9287 2.1337 2.7978 0.000
O -4.2345 3.5504 4.1598 0.000
C -5.1887 4.6178 4.3207 0.000
C -5.8492 4.4604 5.6887 0.000
C -3.8320 3.1085 1.5821 0.000
H -5.9812 4.6791 3.5748 0.000
H -4.7073 5.5932 4.2506 0.000
H -6.4877 5.2293 6.1237 0.000
H -5.0862 4.3724 6.4621 0.000
H -6.3416 3.4987 5.8330 0.000
H -2.7449 3.1861 1.5921 0.000
H -4.3086 4.0842 1.4866 0.000
H -4.2197 2.3884 0.8615 0.000
F -1.5797 -4.9913 -6.6349 0.081
C -1.6396 -3.7925 -5.9379 0.224
C -0.8219 -3.6114 -4.8371 0.003
C -1.0049 -2.5152 -4.0345 0.178
C -2.0945 -1.6647 -4.2220 0.225
C -2.9517 -1.7348 -5.2976 -0.004
C -2.7783 -2.9118 -6.1094 0.263
H -0.0310 -4.3169 -4.6296 -0.003
H -0.3285 -2.3589 -3.2071 0.006
H -2.3411 -0.9989 -3.4082 0.009
H -3.7818 -1.0613 -5.4516 -0.004
H -3.5462 -3.1410 -6.8334 0.009
F -2.4074 4.5404 -0.3631 0.000
C -1.9590 4.1489 -1.6587 0.000
C -2.8209 3.7149 -2.6823 0.000
C -2.2998 3.2320 -3.8912 0.000
C -0.9314 3.1794 -3.9177 0.000
C -0.0335 3.7404 -3.0057 0.000
C -0.5646 4.2221 -1.8319 0.000
H -3.8711 3.6177 -2.4499 0.000
H -3.0155 2.8634 -4.6111 0.000
H -0.5089 2.6898 -4.7827 0.000
H 1.0296 3.7439 -3.1956 0.000
H 0.2129 4.4257 -1.1105 0.000
F 2.4739 0.4840 8.9578 0.000
C 1.8296 0.6487 7.7963 0.000
C 1.6732 1.9547 7.2320 0.000
C 0.8072 2.1448 6.1790 0.000
C 0.1667 1.0288 5.6932 0.000
C 0.3081 -0.2167 6.2420 0.000
C 1.1976 -0.4189 7.3272 0.000
H 2.1370 2.8293 7.6636 0.000
H 0.6803 3.1116 5.7147 0.000
H -0.5668 1.3152 4.9541 0.000
H -0.3371 -1.0066 5.8866 0.000
H 1.3606 -1.3820 7.7880 0.000
```

DFT total energy = -134462.9325 eV
net charge = +1
2S+1 = 2



2.
This record from OMol25 describes a cluster of 4 separate species, C37H64BrN2O16P3S in total. The level of theory is ωB97M-V/def2-TZVPD.

Geometry as XYZ:
```
124
Properties=species:S:1:pos:R:3:mulliken_charge:R:1
C -0.3743 -4.9522 4.5054 -0.901
C -0.2013 -3.6104 4.3754 -0.977
C -1.2090 -2.8476 3.5624 0.956
C -0.9600 -2.6562 2.1797 0.319
C 0.3087 -3.2606 1.6260 -1.927
C 1.6484 -2.4719 1.7630 0.565
C 2.7618 -3.4771 2.1236 -1.471
Br 1.6725 -1.0881 3.1247 -0.114
C -1.9155 -1.9812 1.3882 -0.093
C -1.6383 -1.8455 -0.1010 -1.059
C -0.9446 -0.5447 -0.5745 -1.005
N 0.5076 -0.5999 -0.6554 0.966
C 0.9899 -0.9393 -1.9963 -1.020
C 0.8534 0.1729 -3.0487 -1.178
C 1.1347 0.4529 -0.0048 0.649
C 2.6383 0.6344 -0.2910 -1.418
O 0.6217 1.1883 0.8067 -0.606
C -3.1215 -1.4913 1.9509 0.242
C -4.2479 -0.8262 1.1491 0.731
C -4.9777 -1.9478 0.3579 -1.800
C -3.8410 0.3030 0.1909 0.936
C -5.0399 1.2308 -0.0588 -1.881
C -3.3219 -1.6762 3.3322 0.535
C -2.3728 -2.3297 4.1252 0.623
C -2.6446 -2.4710 5.5858 -0.198
O -2.3031 -3.4202 6.2379 -0.541
C -3.4139 -1.3405 6.1887 1.120
S -2.9581 -0.9999 7.8513 -0.293
C -4.3197 -0.7017 5.4423 0.284
C -5.1243 0.4752 5.9016 -1.633
C -5.1630 1.5706 4.8257 -0.897
C -3.7704 1.9452 4.3711 0.622
N -3.6694 2.6478 3.1776 -0.544
O -2.7781 1.7067 5.0118 -0.584
C -4.5442 -1.2146 4.0561 -0.331
O -5.6726 -1.2623 3.6186 -0.615
H 0.4258 -5.6255 4.2150 0.321
H -1.3397 -5.2964 4.8581 0.265
H 0.6328 -3.0967 4.8358 0.464
H 0.4534 -4.2073 2.1319 0.775
H 0.2212 -3.5121 0.5728 0.432
H 1.9127 -2.0884 0.7871 0.152
H 3.7389 -3.1365 1.7941 0.417
H 2.5288 -4.4567 1.7070 0.363
H 2.7705 -3.6119 3.2038 0.371
H -1.1025 -2.7049 -0.4899 1.105
H -2.6015 -1.8489 -0.5974 -0.449
H -1.3154 -0.4108 -1.5965 -0.262
H -1.2978 0.3042 -0.0110 0.723
H 0.3528 -1.7576 -2.3356 0.776
H 1.9886 -1.3638 -1.9709 0.573
H 1.8502 0.5653 -3.2593 0.343
H 0.4717 -0.1887 -3.9988 0.423
H 0.2891 1.0167 -2.6610 0.214
H 3.0847 -0.3528 -0.3671 0.346
H 2.7199 1.2042 -1.2145 0.055
H 3.0574 1.2132 0.5220 0.421
H -5.0076 -0.4102 1.7910 0.587
H -6.0361 -1.7077 0.2762 0.469
H -4.9328 -2.8945 0.8933 0.337
H -4.5462 -2.1188 -0.6259 0.357
H -3.0762 0.9259 0.6527 0.218
H -3.5192 -0.0501 -0.7840 -0.725
H -5.8480 0.7287 -0.5873 0.383
H -4.7336 2.0941 -0.6503 0.482
H -5.4207 1.6246 0.8825 0.321
H -4.0315 -0.3386 8.2999 0.182
H -6.1433 0.1856 6.1603 0.305
H -4.6840 0.9365 6.7801 0.496
H -5.6207 2.4705 5.2384 0.570
H -5.7690 1.2385 3.9832 0.240
H -2.7682 2.4463 2.7611 0.311
H -4.4316 2.4563 2.5438 0.263
C -2.2965 -5.1331 -6.5510 -0.684
O -1.9396 -3.9228 -5.8721 -0.311
P -3.0584 -2.8518 -5.5547 0.790
O -4.3056 -3.3806 -5.0017 -0.692
O -3.2428 -1.9894 -6.8815 -0.306
C -3.9943 -2.5373 -7.9682 -0.738
O -2.2455 -1.8651 -4.6387 0.026
C -2.9522 -0.7627 -4.0567 -0.642
H -1.9641 -5.9772 -5.9515 0.267
H -3.3723 -5.2131 -6.7041 0.357
H -1.7882 -5.1546 -7.5139 0.259
H -4.8231 -3.1468 -7.6062 0.366
H -3.3419 -3.1348 -8.6061 0.267
H -4.3921 -1.7096 -8.5493 0.262
H -3.1960 -1.0015 -3.0218 0.100
H -3.8698 -0.5295 -4.5954 0.407
H -2.2986 0.1070 -4.0790 0.312
C 1.3380 3.7677 -1.6536 -0.482
O 1.7027 4.7325 -2.6492 -0.353
P 3.0402 5.5457 -2.4355 0.670
O 4.1871 4.7336 -2.0131 -0.263
O 2.6869 6.7393 -1.4449 -0.323
C 2.5411 6.4676 -0.0459 -0.517
O 3.1630 6.2848 -3.8132 -0.418
C 4.3370 7.0792 -4.0441 -0.667
H 1.1925 2.8059 -2.1325 0.029
H 2.0926 3.6598 -0.8750 0.281
H 0.4010 4.0820 -1.1963 0.309
H 3.2351 5.6923 0.2805 0.249
H 1.5162 6.1639 0.1680 0.225
H 2.7569 7.3846 0.4954 0.261
H 5.0358 6.5143 -4.6575 0.262
H 4.8215 7.3641 -3.1110 0.327
H 4.0324 7.9772 -4.5750 0.255
C 6.0630 2.7577 -1.0566 -0.583
O 6.2790 2.0253 0.1679 -0.121
P 7.7161 1.4721 0.5019 0.840
O 8.8278 2.4007 0.2860 -0.688
O 7.8592 0.0926 -0.2924 -0.269
C 8.1302 0.1294 -1.6938 -0.696
O 7.4921 0.9723 1.9756 -0.297
C 8.6256 0.4541 2.6841 -0.690
H 5.6266 3.7155 -0.8198 0.273
H 6.9932 2.9176 -1.6026 0.425
H 5.3688 2.1947 -1.6781 0.145
H 8.7807 0.9672 -1.9477 0.357
H 7.1952 0.2028 -2.2514 0.221
H 8.6287 -0.7989 -1.9626 0.274
H 9.0115 1.2214 3.3523 0.267
H 9.4155 0.1352 2.0049 0.325
H 8.2925 -0.4003 3.2683 0.246
```

SMILES = C=Cc1c(C[C@H](C)Br)c(CCN(CC)C(C)=O)c([C@H](C)CC)c2c1C(=O)C(S)=C(CCC(N)=O)C2=O.COP(=O)(OC)OC.COP(=O)(OC)OC.COP(=O)(OC)OC
DFT total energy = -183897.0707 eV
net charge = 0



3.
This record from OMol25 describes a structure of composition C37H64N2O9. The level of theory is ωB97M-V/def2-TZVPD.

Geometry as XYZ:
```
112
Properties=species:S:1:pos:R:3:mulliken_charge:R:1
N 1.9239 3.0906 0.2966 0.268
C 3.0684 3.1460 1.0701 0.495
C 4.3444 3.0315 0.5043 -1.727
C 4.4533 2.7318 -0.8781 -1.203
C 3.3084 2.5372 -1.6125 -0.307
C 2.0446 2.7233 -0.9925 0.943
H 2.8824 3.3773 2.1086 0.169
H 5.1846 3.1414 1.1739 1.085
H 5.3803 2.5481 -1.4009 0.390
H 3.3822 2.3206 -2.6680 0.651
H 1.1423 2.4611 -1.5251 -0.623
N -0.2200 1.2065 1.4323 -0.300
C 1.0474 1.3376 0.9999 0.985
C 1.7172 0.4640 0.1028 -1.215
C 1.0234 -0.6427 -0.3063 -0.538
C -0.2958 -0.7965 0.0487 0.804
C -0.8372 0.0911 0.9705 -0.055
H 1.5324 2.2711 1.2444 -1.030
H 2.6658 0.6518 -0.3782 0.288
H 1.4981 -1.4247 -0.8804 0.018
H -0.9091 -1.6156 -0.2967 -1.160
H -1.8767 -0.0240 1.2399 0.152
C -5.2506 0.0194 3.9041 -1.526
C -4.0230 0.3160 3.0984 0.545
O -3.8734 1.3782 2.4999 -0.552
C -2.9717 -0.7515 3.0140 -0.549
H -6.1232 0.5146 3.4781 0.386
H -5.1708 0.4231 4.9135 0.364
H -5.5167 -1.0340 3.8169 0.373
H -3.4050 -1.7464 2.9111 0.479
H -2.4328 -0.8068 3.9599 0.636
H -2.2902 -0.5809 2.1807 -1.231
C -1.5237 -3.8256 1.0285 -0.784
C -1.7964 -2.3977 1.4406 1.667
O -2.5451 -1.6329 0.8177 -0.558
C -0.8880 -1.8935 2.5588 -1.473
H -0.5975 -3.8741 0.4559 0.173
H -2.1622 -4.0458 0.1730 -0.288
H -1.5497 -4.5267 1.8628 0.499
H -1.1597 -0.8577 2.7624 0.740
H 0.1941 -1.9841 2.4640 0.428
H -1.0914 -2.5382 3.4139 0.553
C 0.1019 -2.1913 -4.4533 -1.712
C -0.2452 -2.0311 -3.0026 1.388
O -0.0425 -2.9525 -2.2207 -0.543
C -0.9641 -0.7683 -2.5081 0.095
H -0.4744 -1.5915 -5.1576 0.394
H -0.0088 -3.2354 -4.7460 0.419
H 1.1683 -2.0018 -4.5760 0.300
H -0.1608 -0.1053 -2.1869 -1.540
H -1.5980 -0.9229 -1.6350 -0.334
H -1.4395 -0.2246 -3.3244 1.131
C 0.1695 4.4059 2.5282 -1.427
C 1.5775 4.0233 3.0319 1.215
O 2.4168 4.8717 3.3728 -0.638
C 1.7853 2.5835 3.4340 -1.279
H -0.5334 3.6132 2.2721 0.267
H 0.2253 5.1273 1.7130 0.265
H -0.3238 4.9750 3.3161 0.567
H 1.8775 1.9438 2.5563 0.228
H 0.9923 2.1539 4.0461 0.384
H 2.6678 2.4746 4.0644 0.372
C -1.9849 -4.8642 -2.5382 -1.524
C -2.6172 -4.1294 -1.4012 -0.229
O -3.3319 -4.6649 -0.5284 -0.666
C -2.3430 -2.6382 -1.2920 -0.692
H -2.4620 -4.4666 -3.4339 0.331
H -2.1644 -5.9315 -2.4093 0.542
H -0.9005 -4.7572 -2.5664 0.139
H -1.3834 -2.5073 -0.7919 0.642
H -3.2034 -2.2544 -0.7438 0.790
H -2.4604 -2.1852 -2.2765 1.176
C 3.2167 -0.7904 1.8511 -1.917
C 3.9702 0.5588 2.0170 1.053
O 3.6173 1.4549 2.7841 -0.528
C 5.0762 0.8525 1.0443 -2.071
H 2.9356 -0.8699 0.8010 1.282
H 2.4016 -0.7876 2.5748 0.352
H 3.8452 -1.6131 2.1921 0.600
H 5.8386 0.0758 1.1043 0.425
H 5.6063 1.7604 1.3319 0.358
H 4.8004 1.0451 0.0075 0.887
C 4.6610 0.0825 -2.2835 -0.698
C 3.7290 -0.8895 -1.5962 1.279
O 3.6362 -0.9408 -0.3751 -0.383
C 2.7799 -1.7519 -2.3820 -1.521
H 4.5246 0.1533 -3.3626 0.463
H 5.6821 -0.2987 -2.2774 0.329
H 4.6494 1.0703 -1.8227 -0.236
H 3.3527 -2.1283 -3.2295 0.525
H 1.8646 -1.2273 -2.6562 -0.125
H 2.5149 -2.5929 -1.7412 0.503
C -5.7623 -0.6898 -1.5793 -1.634
C -4.2465 -0.7184 -1.5156 1.034
O -3.5531 -1.2790 -2.3809 -0.557
C -3.6728 -0.0002 -0.3081 -1.216
H -6.2510 -1.6129 -1.2675 0.351
H -6.0716 -0.4117 -2.5868 0.416
H -6.2175 0.1130 -0.9993 0.405
H -2.6928 -0.3741 -0.0116 -0.185
H -4.3769 -0.0198 0.5238 0.599
H -3.4828 1.0169 -0.6507 0.656
C -0.2173 1.7359 -2.2640 -0.779
C -1.0500 2.4891 -1.2168 0.866
O -2.2566 2.2329 -1.1448 -0.684
C -0.4137 3.6099 -0.4074 -0.142
H 0.2702 1.0118 -1.6112 0.430
H 0.3635 2.3912 -2.9131 0.824
H -0.9031 1.1750 -2.8990 0.866
H -1.1111 3.9971 0.3354 0.541
H 0.0440 4.4187 -0.9770 0.190
H 0.2751 3.2197 0.3418 -0.585
```

net charge = 0
energy above the lowest of the compared OMol25 structures with the same formula, charge and spin = 637.44 kcal per mole



Maximum force readings, ordered: 3.91, 1.78, 7.71 eV/Å